C29H54F24O10S7 | ωB97M-V/def2-TZVPD

Geometry (Å):
C1 -4.882 -7.043 6.270
C2 -6.316 -6.572 6.082
C3 -6.536 -5.447 5.035
F1 -5.833 -4.337 5.270
F2 -6.250 -5.959 3.821
F3 -7.050 -7.624 5.650
F4 -6.795 -6.141 7.274
O1 -4.059 -5.907 6.629
C4 -3.550 -5.880 7.916
C5 -3.195 -4.482 8.361
F5 -2.426 -4.568 9.484
F6 -2.479 -3.792 7.449
F7 -4.340 -6.472 8.841
F8 -2.436 -6.655 7.973
H1 -4.363 -7.524 5.444
H2 -4.864 -7.813 7.045
H3 -7.617 -5.269 5.078
H4 -4.051 -3.924 8.757
C6 -8.492 6.975 9.354
C7 -8.610 7.488 7.913
C8 -9.214 6.520 6.895
F9 -10.403 6.077 7.382
F10 -9.312 6.922 5.614
F11 -9.441 8.576 8.105
F12 -7.444 7.960 7.433
O2 -8.060 5.632 9.338
C9 -8.304 4.970 10.538
C10 -7.570 3.613 10.543
F13 -7.979 2.853 11.586
F14 -7.839 2.954 9.418
F15 -7.838 5.794 11.503
F16 -9.601 4.726 10.788
H5 -9.438 7.121 9.872
H6 -7.805 7.722 9.763
H7 -8.578 5.631 6.889
H8 -6.498 3.790 10.642
C11 -8.177 0.100 5.422
C12 -8.345 -1.387 5.210
C13 -9.708 -1.926 5.526
F17 -10.674 -1.276 4.810
F18 -9.822 -3.274 5.411
F19 -7.717 -1.734 4.049
F20 -7.572 -1.914 6.224
O3 -8.732 0.845 4.350
C14 -8.582 2.226 4.480
C15 -9.481 2.957 3.472
F21 -10.750 2.515 3.512
F22 -9.388 4.279 3.702
F23 -8.983 2.554 5.729
F24 -7.297 2.564 4.324
H9 -7.116 0.352 5.403
H10 -8.661 0.295 6.383
H11 -10.012 -1.720 6.561
H12 -9.053 2.810 2.472
C16 -3.704 3.052 14.013
S1 -3.400 3.095 12.259
O4 -4.600 2.621 11.506
C17 -1.926 1.993 12.178
H13 -3.752 4.083 14.348
H14 -3.097 2.332 14.566
H15 -4.651 2.558 14.256
H16 -2.358 1.011 12.408
H17 -1.291 2.120 13.055
H18 -1.351 1.984 11.259
C18 -11.501 1.833 9.094
S2 -11.374 0.004 8.963
O5 -10.437 -0.204 7.798
C19 -10.430 -0.332 10.503
H19 -10.580 2.244 8.684
H20 -11.456 2.022 10.167
H21 -12.400 2.098 8.550
H22 -10.045 -1.343 10.448
H23 -11.018 -0.056 11.378
H24 -9.631 0.413 10.562
C20 -3.622 2.303 8.045
S3 -5.138 2.629 7.068
O6 -5.775 3.704 7.885
C21 -4.331 3.414 5.582
H25 -2.910 1.795 7.394
H26 -3.922 1.676 8.883
H27 -3.212 3.174 8.555
H28 -4.209 2.802 4.689
H29 -3.364 3.769 5.932
H30 -4.965 4.244 5.271
C22 -5.637 0.200 10.187
S4 -5.742 -1.472 9.411
O7 -5.123 -2.490 10.332
C23 -7.525 -1.761 9.218
H31 -5.781 1.075 9.555
H32 -4.684 0.372 10.685
H33 -6.336 0.087 11.021
H34 -7.990 -0.892 8.752
H35 -7.864 -1.798 10.259
H36 -7.789 -2.720 8.784
C24 -6.271 -0.064 15.246
S5 -7.325 0.086 13.831
O8 -8.685 -0.532 14.109
C25 -7.679 1.840 14.047
H37 -5.629 -0.945 15.245
H38 -6.875 -0.205 16.146
H39 -5.657 0.824 15.393
H40 -7.607 2.204 15.074
H41 -8.695 2.111 13.771
H42 -7.001 2.412 13.419
C26 -7.802 -4.548 12.150
S6 -6.041 -4.604 12.599
O9 -6.178 -4.517 14.101
C27 -5.891 -6.404 12.305
H43 -8.329 -3.647 12.468
H44 -8.326 -5.278 12.769
H45 -7.866 -4.746 11.079
H46 -6.151 -6.640 11.273
H47 -6.669 -6.871 12.916
H48 -4.979 -6.862 12.679
C28 -9.514 -4.937 8.536
S7 -9.228 -6.519 9.363
O10 -10.099 -6.758 10.572
C29 -9.714 -7.739 8.100
H49 -9.007 -4.624 7.623
H50 -9.386 -4.118 9.244
H51 -10.566 -4.924 8.228
H52 -8.857 -8.296 7.738
H53 -10.106 -7.135 7.273
H54 -10.624 -8.279 8.354

As for the charge: 0. As for the multiplicity: 1. The largest force on an atom is 2.9 eV/Å.

These are the Mulliken partial charges, in e, on atoms 1 to 5: -1.368 1.118 0.180 -0.186 -0.327

---

C29H54NO11 | ωB97M-V/def2-TZVPD

Geometry (Å):
C1 -0.704 -2.342 0.144
N1 0.142 -1.596 1.122
C2 1.582 -1.911 0.910
C3 0.073 -0.035 0.913
C4 -0.314 -2.056 2.412
C5 0.428 -1.662 3.582
O1 -0.144 -2.076 4.720
H1 -0.285 -2.235 -1.015
H2 -1.568 -1.787 -0.027
H3 -1.096 -3.377 0.246
H4 2.239 -1.641 1.656
H5 1.896 -1.742 -0.314
H6 1.806 -2.867 0.887
H7 0.479 0.350 0.091
H8 0.688 0.584 1.624
H9 -1.018 0.328 1.014
H10 -0.125 -3.221 2.205
H11 -1.336 -1.789 2.360
H12 0.740 -0.706 3.722
H13 1.302 -2.129 3.736
H14 0.065 -2.827 5.085
C6 0.506 2.834 -2.774
C7 -0.192 4.201 -2.751
C8 0.325 5.230 -1.937
O2 -0.100 6.356 -2.026
C9 1.490 5.104 -1.072
C10 2.202 3.658 -1.092
C11 1.550 2.590 -1.930
O3 1.999 1.418 -1.773
O4 3.346 3.380 -0.426
O5 -1.313 4.428 -3.594
H15 -0.020 2.008 -3.291
H16 1.822 6.067 -0.510
H17 3.685 4.170 0.141
H18 -1.804 5.152 -3.180
C12 3.321 -2.377 -3.723
C13 3.382 -3.681 -3.232
O6 2.990 -4.044 -2.116
C14 3.997 -4.820 -4.082
H19 2.820 -1.770 -3.090
H20 2.846 -2.056 -4.793
H21 4.279 -2.082 -3.704
H22 3.930 -4.559 -5.103
H23 3.507 -5.551 -3.856
H24 5.045 -5.060 -3.972
C15 -1.864 -0.081 -3.801
C16 -2.216 0.712 -2.567
O7 -1.818 0.462 -1.464
C17 -3.258 1.710 -2.717
H25 -1.543 0.687 -4.238
H26 -2.894 -0.324 -4.541
H27 -1.395 -0.889 -3.625
H28 -2.782 2.260 -3.621
H29 -3.450 2.584 -1.957
H30 -4.288 1.327 -2.821
C18 -4.365 1.385 2.630
C19 -4.141 0.161 3.407
O8 -3.863 -1.001 2.841
C20 -3.767 0.377 4.822
H31 -4.640 1.189 1.648
H32 -3.356 2.004 2.660
H33 -5.071 1.984 3.137
H34 -3.836 -0.704 5.143
H35 -4.474 1.037 5.529
H36 -2.815 0.671 4.758
C21 0.107 -4.884 -3.504
C22 -0.899 -5.078 -4.614
O9 -0.840 -4.328 -5.623
C23 -1.959 -6.122 -4.503
H37 0.634 -5.623 -2.811
H38 -0.255 -4.109 -2.898
H39 0.881 -4.111 -3.976
H40 -1.761 -6.715 -3.686
H41 -1.980 -6.963 -5.312
H42 -2.991 -5.730 -4.222
C24 -1.063 3.473 2.846
C25 -1.426 3.246 4.261
O10 -0.759 2.390 4.846
C26 -2.580 4.023 4.995
H43 -1.928 3.504 2.179
H44 -0.281 2.811 2.417
H45 -0.608 4.458 2.946
H46 -2.368 3.838 6.120
H47 -3.535 3.708 4.686
H48 -2.398 5.074 4.802
C27 3.719 2.567 3.282
C28 3.496 1.159 2.936
O11 3.032 0.266 3.738
C29 3.830 0.791 1.530
H49 4.497 2.623 4.031
H50 2.842 2.911 3.336
H51 3.984 3.103 2.403
H52 4.177 -0.167 1.443
H53 4.762 1.328 1.069
H54 3.042 1.148 0.873

As for the charge: +1. As for the multiplicity: 1. The largest force on an atom is 10.4 eV/Å.

These are the Mulliken partial charges, in e, on atoms 1 to 5: -0.836 0.586 -1.205 -0.967 -0.462

---

C29H54O20P4 | ωB97M-V/def2-TZVPD

Geometry (Å):
O1 2.210 4.826 1.635
C1 1.828 3.785 1.034
C2 1.945 3.793 -0.562
C3 1.217 2.813 -1.279
C4 0.348 1.712 -0.485
O2 -0.405 0.990 -1.204
C5 0.478 1.521 1.111
C6 -0.176 0.234 1.793
O3 -1.362 0.498 2.593
C7 -2.249 1.416 1.958
C8 -2.573 2.796 2.639
C9 -3.507 3.867 1.967
C10 -4.156 3.602 0.588
C11 -3.895 2.229 -0.090
C12 -2.962 1.168 0.588
C13 1.218 2.524 1.817
C14 1.476 2.450 3.389
C15 0.646 3.509 4.265
C16 0.251 2.856 5.678
C17 -0.649 1.535 5.589
O4 -0.840 1.064 6.978
H1 2.575 4.537 -1.160
H2 1.254 2.762 -2.423
H3 0.612 -0.226 2.503
H4 -0.343 -0.563 0.973
H5 -2.147 3.087 3.652
H6 -3.696 4.878 2.476
H7 -4.815 4.360 0.046
H8 -4.371 1.946 -1.100
H9 -2.778 0.166 0.082
H10 1.354 1.361 3.705
H11 2.598 2.697 3.541
H12 1.380 4.371 4.506
H13 -0.227 4.006 3.711
H14 -0.281 3.578 6.388
H15 1.233 2.548 6.211
H16 -1.698 1.691 5.167
H17 -0.177 0.664 5.023
H18 -0.930 0.085 6.879
C18 -1.315 -3.781 -5.575
O5 -1.198 -4.338 -4.276
P1 0.330 -4.109 -3.497
O6 0.211 -5.507 -2.899
O7 -0.344 -3.053 -2.442
C19 -0.870 -1.827 -2.934
O8 1.861 -3.867 -2.759
C20 2.813 -4.911 -2.897
H19 -1.612 -4.567 -6.272
H20 -2.085 -3.006 -5.567
H21 -0.370 -3.346 -5.908
H22 -1.938 -1.944 -3.132
H23 -0.358 -1.511 -3.847
H24 -0.740 -1.057 -2.173
H25 2.779 -5.338 -3.901
H26 2.626 -5.685 -2.150
H27 3.807 -4.496 -2.721
C21 0.636 -6.290 -7.153
O9 0.805 -5.255 -8.126
P2 2.087 -5.484 -9.255
O10 2.408 -3.994 -9.241
O11 1.013 -5.772 -10.460
C22 0.149 -6.893 -10.357
O12 3.373 -5.857 -10.329
C23 4.644 -5.301 -10.026
H28 0.678 -5.847 -6.155
H29 -0.344 -6.754 -7.293
H30 1.412 -7.054 -7.238
H31 -0.798 -6.582 -9.908
H32 0.597 -7.689 -9.757
H33 -0.051 -7.276 -11.358
H34 4.836 -5.330 -8.952
H35 4.697 -4.274 -10.392
H36 5.408 -5.889 -10.539
C24 1.344 -5.750 1.463
O13 1.392 -4.713 2.447
P3 -0.122 -4.252 3.128
O14 0.302 -2.791 3.179
O15 0.281 -4.955 4.554
C25 0.506 -6.355 4.590
O16 -1.673 -3.893 3.757
C26 -2.359 -2.808 3.147
H37 1.815 -5.390 0.546
H38 1.901 -6.617 1.829
H39 0.318 -6.052 1.240
H40 1.572 -6.556 4.461
H41 -0.062 -6.872 3.812
H42 0.195 -6.737 5.564
H43 -2.217 -2.816 2.065
H44 -2.007 -1.864 3.568
H45 -3.424 -2.907 3.367
C27 -2.166 8.998 2.621
O17 -2.086 8.410 3.921
P4 -0.573 8.577 4.731
O18 -0.698 7.179 5.322
O19 -1.234 9.646 5.785
C28 -1.747 10.873 5.288
O20 0.964 8.853 5.442
C29 1.930 7.820 5.302
H46 -2.473 8.233 1.904
H47 -2.917 9.792 2.633
H48 -1.207 9.417 2.305
H49 -2.816 10.767 5.092
H50 -1.233 11.179 4.373
H51 -1.607 11.645 6.046
H52 1.887 7.379 4.305
H53 1.766 7.054 6.062
H54 2.920 8.253 5.456

As for the charge: 0. As for the multiplicity: 1. The largest force on an atom is 10.0 eV/Å.

These are the Mulliken partial charges, in e, on atoms 1 to 5: -0.567 0.384 -0.567 -0.449 0.271

---

C29H55As3CaClN6O4PS | ωB97M-V/def2-TZVPD

Geometry (Å):
Ca1 0.699 0.682 -0.298
C1 2.044 5.239 -7.432
C2 1.664 4.728 -6.069
C3 0.836 5.462 -5.231
C4 0.479 4.982 -3.976
C5 0.953 3.752 -3.558
C6 1.789 3.004 -4.379
C7 2.139 3.494 -5.622
S1 0.464 3.113 -1.980
O1 1.700 2.588 -1.369
O2 -0.187 4.206 -1.289
N1 -0.436 1.844 -2.174
C8 -1.864 2.021 -2.059
C9 -2.322 1.607 -0.676
O3 -3.610 1.443 -0.525
O4 -1.519 1.418 0.235
H1 1.687 6.256 -7.586
H2 1.617 4.610 -8.215
H3 3.127 5.234 -7.563
H4 0.466 6.427 -5.557
H5 -0.156 5.558 -3.317
H6 2.169 2.050 -4.039
H7 2.794 2.912 -6.261
H8 -2.397 1.401 -2.783
H9 -2.205 3.053 -2.206
C10 2.982 -0.752 3.389
As1 4.430 -0.632 2.072
C11 5.887 -1.020 3.340
C12 4.128 -2.467 1.390
C13 4.832 -2.887 0.086
C14 4.807 -4.422 0.039
C15 4.047 -2.395 -1.140
As2 3.337 -0.562 -1.221
C16 2.370 -0.855 -2.910
C17 4.805 0.513 -1.924
C18 6.286 -2.390 0.092
As3 7.570 -3.200 -1.180
C19 9.142 -2.395 -0.322
C20 7.493 -1.913 -2.661
H10 3.100 -1.652 3.996
H11 2.031 -0.797 2.859
H12 2.995 0.127 4.033
H13 5.717 -1.967 3.856
H14 5.925 -0.217 4.077
H15 6.846 -1.054 2.826
H16 3.044 -2.559 1.264
H17 4.421 -3.146 2.196
H18 3.790 -4.782 0.206
H19 5.451 -4.843 0.815
H20 5.152 -4.804 -0.924
H21 3.129 -2.985 -1.207
H22 4.612 -2.578 -2.060
H23 3.051 -1.138 -3.715
H24 1.828 0.046 -3.202
H25 1.644 -1.653 -2.752
H26 5.268 0.041 -2.790
H27 5.553 0.680 -1.150
H28 4.386 1.479 -2.209
H29 6.722 -2.637 1.065
H30 6.331 -1.300 -0.007
H31 9.328 -2.886 0.633
H32 8.990 -1.328 -0.154
H33 10.015 -2.536 -0.958
H34 6.598 -2.065 -3.263
H35 8.362 -2.083 -3.298
H36 7.515 -0.887 -2.295
Cl1 0.285 -1.832 0.323
C21 -1.136 4.000 2.548
N2 -0.271 3.081 3.294
C22 -0.706 2.653 4.625
C23 0.466 2.252 2.588
N3 1.139 1.549 1.961
H37 -1.233 4.924 3.116
H38 -2.124 3.563 2.388
H39 -0.687 4.217 1.580
H40 -0.926 3.543 5.212
H41 0.102 2.108 5.107
H42 -1.589 2.010 4.579
C24 -5.165 -0.478 2.335
N4 -3.890 -0.056 1.733
C25 -3.078 0.578 2.790
N5 -2.864 -0.255 3.958
C26 -4.165 -0.674 4.475
N6 -5.003 -1.346 3.489
C27 -4.423 -2.641 3.110
P1 -2.720 -2.555 2.348
C28 -3.171 -1.215 1.146
C29 -2.010 -1.406 3.631
H43 -5.759 -0.991 1.576
H44 -5.702 0.420 2.651
H45 -3.806 1.000 0.375
H46 -3.609 1.483 3.103
H47 -2.119 0.856 2.358
H48 -4.695 0.218 4.821
H49 -4.014 -1.340 5.326
H50 -5.096 -3.135 2.404
H51 -4.382 -3.277 3.999
H52 -3.800 -1.648 0.363
H53 -2.280 -0.818 0.663
H54 -1.046 -1.047 3.259
H55 -1.813 -1.970 4.547

As for the charge: 0. As for the multiplicity: 1. The largest force on an atom is 0.4 eV/Å.

These are the Mulliken partial charges, in e, on atoms 1 to 5: 0.962 -1.404 1.038 -0.896 -0.455

---

Number 1: highest occupied orbital energy -8.26 eV, Kohn-Sham gap 8.29 eV. Number 2: highest occupied orbital energy -11.58 eV, Kohn-Sham gap 6.85 eV. Number 3: highest occupied orbital energy -8.49 eV, Kohn-Sham gap 5.79 eV. Number 4: highest occupied orbital energy -7.93 eV, Kohn-Sham gap 8.43 eV.